The following is a DFT calculation (ωB97M-V/def2-TZVPD) of 2 unconnected molecules or ions with the total composition C10H18NOSi in a non-equilibrium geometry.

Results
Spin multiplicity: 3
LUMO (alpha / beta) (eV): -3.05 / -5.67
Total charge: +1
Energy above the lowest of the compared OMol25 structures with the same formula, charge and spin (kcal per mole): 33.3
E_HOMO (alpha / beta) (eV): -8.03 / -12.24

Geometry as XYZ:
```
31
Properties=species:S:1:pos:R:3:forces:R:3
C -0.49797 1.68086 -0.53676 0.264 0.430 0.887
C -0.61186 -0.61868 -0.88867 0.103 -2.967 -0.526
C -1.90136 1.77748 -0.91411 2.268 1.398 0.814
C -1.96209 -0.56546 -1.10850 -1.470 -0.086 -0.756
C 0.13097 0.44734 -0.42983 -0.397 5.797 0.142
C -2.66724 0.59630 -1.11330 -0.095 -1.742 -0.164
C -4.79045 -0.32752 -1.75917 -0.343 0.142 -0.313
C 0.78047 -0.32692 2.90059 1.590 1.044 -0.626
C 3.89167 -0.54999 1.76599 -0.945 1.593 0.246
C 1.51688 0.32904 -0.03723 1.753 3.728 2.493
N 2.37603 -0.04688 -1.21352 1.636 2.251 1.459
O -3.94177 0.81623 -1.33914 -1.593 -1.031 -1.215
Si 1.90895 -0.86424 1.45694 0.868 0.578 0.339
H -0.03329 2.65190 -0.22134 -0.151 -1.192 -0.369
H -0.13564 -1.56475 -0.88267 0.207 -1.055 -0.157
H -2.37768 2.70458 -1.00636 -0.475 1.225 -0.044
H -2.37612 -1.42904 -1.51698 -1.005 -1.458 -0.170
H -5.86405 -0.10785 -1.82986 0.570 1.067 0.344
H -4.73122 -1.08272 -1.01854 0.388 -0.764 0.817
H -4.58879 -0.78963 -2.73909 0.848 0.656 0.290
H 0.86562 -1.03866 3.74354 -0.603 0.361 -0.563
H 1.14125 0.67808 3.24598 -0.329 -0.811 -0.103
H -0.19570 -0.14399 2.42024 0.071 -0.534 0.649
H 4.78075 -0.27335 1.09539 -1.786 -0.327 0.235
H 3.78413 0.33316 2.49488 0.369 -1.186 -0.896
H 4.27328 -1.37760 2.32445 0.125 -0.603 0.590
H 2.00799 1.65822 0.41732 -1.449 -4.159 -1.493
H 2.60080 0.69921 -1.86027 -0.324 0.680 -0.115
H 3.26872 -0.31084 -0.80797 0.360 -0.770 -0.234
H 1.92423 -0.71766 -1.73942 -1.026 -2.487 -1.367
H 1.42348 -2.23661 1.09744 0.574 0.221 -0.193
```
Positions in Å, forces in eV/Å.

These are the Mulliken partial charges, in e, on atoms 1 to 5: -0.37 -0.73 -1.05 -0.81 0.71

The following is a DFT calculation (ωB97M-V/def2-TZVPD) of a molecular structure, C10H19BN6OSSbSe4Ti in a non-equilibrium geometry.

Results
Spin multiplicity: 1
LUMO (eV): 1.76
Total charge: -1
Energy above the lowest of the compared OMol25 structures with the same formula, charge and spin (kcal per mole): 19.7
E_HOMO (eV): -4.71

Geometry as XYZ:
```
44
Properties=species:S:1:pos:R:3:forces:R:3
Ti -0.47279 -0.97496 1.32429 -0.815 -0.521 0.334
B -0.69292 2.20650 0.11551 0.025 0.066 0.022
N -0.39844 2.13957 1.63263 0.063 0.022 -0.101
C -0.25482 3.14153 2.49945 -0.030 -0.033 0.028
C 0.11743 2.62067 3.72764 0.024 -0.024 0.009
C 0.18824 1.24980 3.51341 -0.069 0.058 0.012
N -0.12071 0.96443 2.24211 -0.049 -0.019 0.107
N -1.98727 1.37898 -0.15571 0.009 0.067 -0.216
C -3.10550 1.73508 -0.80112 -0.021 -0.041 0.073
C -3.91645 0.61750 -0.92947 0.030 -0.018 0.050
C -3.20064 -0.40042 -0.29782 -0.146 0.034 -0.120
N -2.03624 0.07118 0.14558 0.133 0.077 0.255
H -0.91432 3.35354 -0.19394 0.016 -0.016 -0.011
H 0.22673 1.70328 -0.48264 -0.033 -0.027 -0.025
H -0.42033 4.15751 2.18293 -0.004 -0.007 -0.020
H 0.31524 3.15353 4.64047 0.006 0.001 -0.004
H 0.43671 0.46119 4.20212 0.006 -0.035 -0.004
H -3.25953 2.75795 -1.10408 0.032 0.006 -0.005
H -4.89186 0.55853 -1.37900 0.009 -0.006 -0.013
H -3.46221 -1.43155 -0.12865 0.031 -0.004 0.036
Se 2.91837 -1.13900 3.61700 -0.054 0.239 0.055
Sb 3.16479 -3.62361 3.37758 -0.017 -0.263 0.021
Se 0.63834 -2.13575 3.25482 0.622 0.107 0.298
Se -1.97354 -2.46518 2.26354 0.020 0.230 -0.422
Se 4.41941 -4.11771 1.43006 0.002 0.009 -0.025
C 2.79675 -1.08360 -0.43901 -0.073 -0.007 -0.005
C 1.73810 -2.16815 -0.41801 0.026 -0.108 0.035
C 1.52611 -2.82285 -1.76948 -0.070 0.015 0.146
O 0.50398 -1.60422 0.02731 0.180 0.157 -0.243
H 3.75149 -1.50903 -0.74981 0.011 0.008 -0.015
H 2.92560 -0.67272 0.56366 0.001 0.015 -0.024
H 2.50428 -0.29259 -1.13409 0.039 -0.011 0.001
H 2.00890 -2.92865 0.31713 0.010 -0.005 -0.019
H 1.26379 -2.06695 -2.51229 0.189 -0.082 -0.049
H 0.73842 -3.57508 -1.70266 -0.011 -0.004 -0.030
H 2.44901 -3.31138 -2.08403 -0.015 0.009 -0.046
N -0.85061 -0.33400 -2.93536 -0.014 0.127 -0.092
C -0.07980 0.68060 -3.36563 -0.001 -0.058 0.057
N -0.64096 1.91859 -3.29556 -0.003 0.127 0.068
S 1.44641 0.44280 -3.99003 0.065 0.019 -0.158
H -1.68226 -0.16231 -2.39208 -0.013 -0.027 0.022
H -0.40926 -1.23253 -2.85384 -0.088 -0.014 0.090
H -1.33383 2.07291 -2.57836 -0.051 -0.053 -0.006
H 0.02619 2.66656 -3.38457 0.026 -0.015 -0.067
```
Positions in Å, forces in eV/Å.

These are the Mulliken partial charges, in e, on atoms 1 to 5: 1.03 0.58 -0.63 -0.07 -1.25

The following is a DFT calculation (ωB97M-V/def2-TZVPD) of C10H19BO2 in the gas phase in a non-equilibrium geometry.

Results
Spin multiplicity: 1
LUMO (eV): 0.46
Total charge: 0
Energy above the lowest of the compared OMol25 structures with the same formula, charge and spin (kcal per mole): 81.2
E_HOMO (eV): -9.32

Geometry as XYZ:
```
32
Properties=species:S:1:pos:R:3:forces:R:3
B -0.08907 -1.26134 -1.07885 -1.294 -0.306 -0.213
C -1.31360 -0.27412 -1.66258 -0.876 -1.120 5.827
C 1.49499 2.16061 1.46088 0.506 0.561 2.003
C 1.32195 0.60474 1.79143 -2.098 1.438 2.278
C 1.08051 2.21318 -0.03663 3.440 -1.357 0.499
C -0.23293 -1.35264 0.55873 -1.995 4.105 0.174
C 0.03571 0.26296 1.02538 2.239 -2.896 -3.870
C -0.90412 1.16543 -1.30103 -1.958 -0.870 1.433
C 0.24347 0.99200 -0.31981 1.882 -0.091 -0.986
C 0.44511 -2.65047 -1.81600 -5.311 0.850 4.554
C -1.53756 -1.80945 1.32524 3.872 2.635 -0.380
O -1.93267 2.00046 -0.74515 -0.243 0.196 -1.428
O 1.01205 -0.00798 -1.14547 0.716 -0.509 -0.123
H -1.59042 -0.31280 -2.60683 -0.884 -0.371 -4.722
H -2.33108 -0.53811 -1.11214 1.967 0.576 -0.751
H 0.73848 2.83898 2.09377 1.782 -1.554 -1.197
H 2.61697 2.51784 1.68303 -2.636 -0.628 -0.529
H 2.22712 0.14126 1.51429 0.846 -1.016 -1.073
H 1.20226 0.23263 2.87963 0.170 1.240 -1.371
H 0.51389 3.01891 -0.22716 -2.208 3.054 -0.503
H 1.99310 2.41439 -0.69053 -1.098 -0.909 0.538
H 0.56165 -1.80586 1.00070 2.483 -1.795 1.196
H -0.85535 0.58592 1.39121 -2.237 1.170 1.956
H -0.78256 1.66382 -2.23825 1.472 0.498 -0.412
H -0.35181 -3.45880 -1.45445 1.846 1.436 -0.868
H 1.35545 -2.83963 -1.43378 3.277 -1.237 1.333
H 0.46077 -2.58062 -2.80006 0.027 0.067 -4.627
H -2.28933 -1.85913 0.66750 -3.194 -0.278 -2.099
H -1.70374 -1.12623 2.13146 -0.526 0.385 0.430
H -1.28957 -2.69573 1.73521 0.210 -3.293 1.335
H -1.97104 2.04448 0.18944 0.167 -0.385 1.406
H 1.87136 -0.28469 -0.77918 -0.342 0.404 0.191
```
Positions in Å, forces in eV/Å.

These are the Mulliken partial charges, in e, on atoms 1 to 5: 0.09 -1.15 -0.39 -1.08 -1.36

The following is a DFT calculation (ωB97M-V/def2-TZVPD) of a molecular structure, C10H19BiNSi in a non-equilibrium geometry.

Results
Spin multiplicity: 1
LUMO (alpha / beta) (eV): 3.60 / 3.56
Total charge: -1
Energy above the lowest of the compared OMol25 structures with the same formula, charge and spin (kcal per mole): 98.9
E_HOMO (alpha / beta) (eV): -0.87 / -0.86

Geometry as XYZ:
```
32
Properties=species:S:1:pos:R:3:forces:R:3
C -0.46901 0.56949 -2.70770 2.026 1.329 -1.059
C 0.94184 0.74078 -2.38480 -0.174 0.797 -0.968
C 1.04578 1.71293 -1.35038 -0.215 -0.266 -0.573
C -0.26064 2.17522 -1.08643 0.495 0.029 -0.110
C -1.15661 1.45381 -1.89437 -0.507 1.364 -0.346
Bi -0.05165 -1.17633 -0.79988 -1.432 4.015 2.596
N -2.42690 0.42731 0.58070 -4.235 0.446 1.288
C 0.54012 -2.74426 -1.94315 1.444 -4.909 -1.926
C 1.88890 -2.10091 -1.57167 -1.631 0.687 -1.723
H 1.95548 1.99277 -0.80231 -0.393 -0.041 -0.472
H 1.79852 0.29974 -2.92253 -0.734 0.122 0.520
H -0.47913 3.05235 -0.48537 -0.188 -0.307 0.184
H -2.20311 1.70707 -1.98180 -0.199 -0.188 -0.001
H -0.86824 -0.10572 -3.44588 -0.076 -0.015 -0.131
H 2.33154 -1.56499 -2.49920 0.090 -1.153 2.270
H 0.33857 -3.71238 -1.46691 0.286 -0.196 -0.995
H -2.88994 0.81887 -0.35134 3.102 -0.022 2.333
H 2.32132 -2.62742 -0.71675 0.781 0.326 -0.693
H 0.15174 -2.62339 -3.00020 0.507 -0.298 1.362
C 1.52971 0.87004 2.39878 0.670 0.656 1.225
Si 0.04259 -0.03772 1.75423 1.603 -1.423 -1.693
C -0.32380 -1.50217 2.76991 -0.646 -1.138 2.208
C -1.47065 1.01627 1.64771 -0.950 0.903 -0.462
H 2.47322 0.28041 2.33230 -0.716 0.400 -0.177
H 1.37005 1.04785 3.49298 0.174 0.051 -0.449
H 1.67411 1.87207 1.94366 -0.033 -0.659 0.077
H -0.76706 -1.18573 3.72121 -0.364 -0.038 0.523
H -1.02216 -2.24271 2.35391 0.168 0.477 -0.173
H 0.54661 -2.08370 3.10092 0.156 0.237 -0.427
H -1.91164 0.95521 2.71949 -0.030 -0.121 -1.758
H -1.35490 2.07830 1.45465 0.537 0.138 0.135
H -3.29466 0.63693 1.14020 0.486 -1.200 -0.584
```
Positions in Å, forces in eV/Å.

These are the Mulliken partial charges, in e, on atoms 1 to 5: -0.87 -0.56 -0.99 -0.39 -1.28

The following is a DFT calculation (ωB97M-V/def2-TZVPD) of 2 unconnected molecules or ions with the total composition C10H19Br2N2S in a non-equilibrium geometry.

Results
Spin multiplicity: 1
LUMO (eV): -3.76
Total charge: +1
E_HOMO (eV): -13.14

Geometry as XYZ:
```
34
Properties=species:S:1:pos:R:3:forces:R:3
C 1.34866 -0.06774 -0.00661 -0.385 -0.621 -0.029
C 2.36649 -1.29816 -0.00049 0.345 2.992 0.259
N 2.33498 -1.94219 -1.32707 -0.707 -2.425 1.085
S 1.33690 -3.36366 -1.45473 -0.330 1.020 -0.293
C 1.75305 -4.51561 -0.04842 0.621 -0.815 -0.501
C -0.43561 -2.85642 -1.37518 -0.816 0.119 0.871
Br -1.22080 -2.72283 -3.18948 0.987 -0.148 1.488
C -1.19990 -2.55938 -0.27969 -0.199 0.075 -1.025
C -2.69434 -2.08738 -0.32548 0.777 -1.092 0.945
Br -0.47192 -2.67940 1.52395 -0.669 0.124 -1.114
H 0.73861 0.01740 0.92335 0.639 -0.059 -0.583
H 0.61122 -0.20779 -0.84450 0.664 0.172 0.825
H 1.84090 0.90999 -0.20473 -0.208 -0.932 0.227
H 2.27109 -1.96304 0.88111 -0.189 0.118 -0.987
H 3.38306 -0.81750 0.09274 -0.820 -0.815 -0.155
H 2.02394 -1.30799 -2.06719 0.137 -0.178 0.092
H 2.21567 -5.40081 -0.56883 -0.429 1.003 0.263
H 2.53918 -4.09989 0.62006 -0.910 0.002 -0.405
H 0.84360 -4.89582 0.46482 0.616 0.757 -0.343
H -3.26363 -2.79317 0.34251 0.521 0.715 -0.533
H -2.74366 -1.08000 0.14813 -0.053 -0.632 -0.599
H -3.15334 -2.16255 -1.33216 0.589 0.366 0.665
C -1.17142 3.57757 1.99452 0.040 -0.012 0.020
C -0.68078 4.66501 1.04600 -0.014 -0.106 0.368
C -1.01338 4.37939 -0.42038 0.086 0.368 0.096
C -0.32596 3.18890 -0.92416 -0.153 0.001 -0.107
N 0.21037 2.25190 -1.31746 -0.188 0.299 -0.067
H -0.68579 2.61981 1.79038 -0.032 0.021 -0.024
H -0.94649 3.84888 3.02699 -0.040 -0.044 -0.038
H -2.25190 3.44034 1.90849 0.033 -0.011 0.017
H 0.39793 4.79149 1.16867 -0.052 0.043 -0.108
H -1.14623 5.61209 1.32911 0.047 -0.012 -0.147
H -0.71753 5.23863 -1.02726 0.015 -0.151 -0.107
H -2.09279 4.26199 -0.54397 0.073 -0.141 -0.056
```
Positions in Å, forces in eV/Å.

These are the Mulliken partial charges, in e, on atoms 1 to 5: -0.90 -0.30 -0.32 0.30 -0.87

The following is a DFT calculation (ωB97M-V/def2-TZVPD) of a molecular structure, C10H19CeCl2NO in a non-equilibrium geometry.

Results
Spin multiplicity: 1
LUMO (alpha / beta) (eV): 0.00 / 0.00
Total charge: 0
Energy above the lowest of the compared OMol25 structures with the same formula, charge and spin (kcal per mole): 28.5
E_HOMO (alpha / beta) (eV): -6.49 / -6.49

Geometry as XYZ:
```
34
Properties=species:S:1:pos:R:3:forces:R:3
Ce 0.97806 -0.46424 0.09660 -1.915 -1.373 3.534
Cl 0.35370 -2.81834 -0.69812 0.006 -0.907 0.195
Cl 1.65967 2.02440 0.47527 0.264 0.596 0.567
C 2.37640 -0.38533 -1.45361 -0.386 1.278 -1.851
H 3.02757 0.52113 -1.46292 -0.265 -1.044 -0.469
H 2.59815 -1.28660 -2.03187 0.305 0.480 -0.103
C -0.53859 0.37420 -1.45866 -3.141 -1.312 2.179
C 0.72214 0.26651 -2.07517 4.597 0.968 -4.385
H -0.78483 0.59384 -0.40935 0.335 1.091 -0.206
C 0.64617 -0.57983 -3.42540 -0.051 0.503 1.113
H 1.12774 1.27867 -2.20584 0.306 -0.020 -0.853
C -0.49219 -0.11760 -4.30657 -0.538 0.151 -0.077
H 1.61262 -0.51084 -3.92575 -0.124 0.069 -0.109
H 0.50922 -1.61864 -3.09231 -0.051 0.218 -0.251
C -1.82893 -0.11796 -3.52947 0.201 0.068 -0.163
H -0.27852 0.91018 -4.63836 -0.102 -0.158 -0.048
H -0.56718 -0.74135 -5.20525 0.035 0.058 0.115
C -1.69287 0.84512 -2.33283 -0.057 -0.506 -0.279
H -2.66752 0.16990 -4.18511 0.290 -0.031 0.172
H -2.02031 -1.14093 -3.15739 -0.013 0.400 -0.085
H -1.46272 1.86093 -2.71971 -0.095 -0.286 0.069
H -2.65465 0.93554 -1.78208 0.708 -0.224 -0.108
C 0.98690 -0.95290 4.86996 0.094 -0.095 -0.090
N -0.21328 -0.20368 4.50761 -0.197 0.155 -0.623
C -1.08624 0.34676 5.53053 -0.438 0.314 0.121
C -0.50832 -0.02420 3.22994 1.406 -0.913 -0.692
O 0.21079 -0.52744 2.31586 -1.364 0.696 1.948
H 1.02042 -0.99694 5.95810 0.144 -0.095 -0.168
H 1.88560 -0.45207 4.48590 -0.258 -0.107 0.112
H 0.94725 -1.96566 4.44948 0.003 0.250 0.132
H -1.15782 1.43921 5.43673 0.148 -0.273 0.163
H -2.10287 -0.05793 5.43028 0.311 -0.008 0.177
H -0.67111 0.08083 6.50396 -0.254 0.161 -0.126
H -1.39345 0.57796 2.99347 0.093 -0.106 0.090
```
Positions in Å, forces in eV/Å.

These are the Mulliken partial charges, in e, on atoms 1 to 5: 0.81 -0.49 -0.50 -0.81 0.36

The following is a DFT calculation (ωB97M-V/def2-TZVPD) of a molecular structure, C10H19ClINO2Ta in a non-equilibrium geometry.

Results
Spin multiplicity: 1
LUMO (eV): 2.49
Total charge: -1
Energy above the lowest of the compared OMol25 structures with the same formula, charge and spin (kcal per mole): 0.0
E_HOMO (eV): -4.87

Geometry as XYZ:
```
35
Properties=species:S:1:pos:R:3:forces:R:3
C 3.47789 3.74420 0.62458 0.545 0.592 0.502
C 3.00708 2.77539 0.10430 0.191 -0.538 -0.322
C 2.52707 1.57283 -0.52001 -0.749 0.235 0.058
Ta 0.20358 1.23072 -0.38409 0.260 -0.868 -0.961
C 0.01832 2.08871 -2.46177 0.009 -0.039 1.124
Cl 0.51395 0.57183 1.98488 -0.065 0.155 -0.470
I -0.34318 3.88901 0.55889 -0.013 -0.347 -0.123
C -2.03205 0.78199 -0.41422 0.257 0.332 0.141
C -2.66466 0.38906 0.88730 -0.730 -0.388 -0.315
O -4.01319 -0.25049 0.65294 0.488 0.135 -0.080
C -3.86640 -1.56083 0.46136 -0.297 -0.329 -0.260
O -4.15176 -2.14379 -0.54773 -0.228 0.052 -0.001
N 0.60966 -0.66019 -1.13025 -0.236 1.671 1.679
C 0.19408 -1.82238 -0.33061 0.338 -0.507 -0.989
C 1.37537 -2.50578 0.38463 -0.663 0.125 0.677
C 1.06361 -2.94485 1.83668 0.195 -0.215 -0.612
H 4.00591 4.51396 1.13147 -0.213 0.135 -0.057
H 2.97615 0.72879 0.00245 0.049 -0.220 -0.059
H 2.83669 1.58309 -1.56449 0.015 -0.223 -0.160
H 0.88741 2.69804 -2.70068 0.128 0.024 -0.122
H -0.10999 1.28643 -3.18359 0.037 -0.077 -0.137
H -0.84638 2.74977 -2.47074 -0.150 0.025 -0.117
H -2.51570 1.70584 -0.73409 0.027 0.121 -0.168
H -2.23182 0.05779 -1.20446 0.088 -0.318 0.048
H -2.09240 -0.34569 1.44854 0.105 0.053 0.251
H -2.89933 1.25151 1.49628 0.189 0.068 0.243
H -3.49997 -2.12689 1.33346 0.288 0.185 0.163
H 1.58362 -0.75349 -1.39023 -0.001 -0.108 -0.331
H -0.60329 -1.57871 0.36407 0.009 0.286 0.132
H -0.22700 -2.55002 -1.03075 -0.269 -0.123 0.073
H 1.64089 -3.38849 -0.18930 0.374 0.045 -0.180
H 2.20017 -1.80111 0.42881 0.235 -0.024 -0.209
H 0.00463 -2.84115 2.05107 -0.106 0.077 0.181
H 1.32738 -3.99199 1.97140 0.021 -0.103 0.157
H 1.64365 -2.35309 2.53390 -0.129 0.114 0.243
```
Positions in Å, forces in eV/Å.

These are the Mulliken partial charges, in e, on atoms 1 to 5: -0.11 -0.41 -0.94 0.68 -1.46

The total energy results, record by record, are as follows: -810.85140; -11915.03388; -567.65410; -951.03499; -6047.81478; -1917.84460; -1412.58799 Ha.